# 1
Formula: C21H43BiN2OP3
Source: the Open Molecules 2025 dataset
Level of theory: the ωB97M-V functional and the def2-TZVPD basis

Calculated values
Spin multiplicity: 1
HOMO-LUMO gap in eV: 4.78
E_tot in eV: -61181.8963
Charge: +3

Each line ends with the Löwdin charge.
Element x y z (Å)
1 Bi -0.447 -0.227 -0.060  1.35
2 P 1.419 -0.200 2.143  0.66
3 P -1.085 2.065 -1.430  0.67
4 P 1.939 -0.011 -1.425  0.73
5 H 0.676 -4.476 -0.500  0.05
6 C 1.586 -4.795 0.020  -0.06
7 C 1.786 -4.486 1.311  -0.10
8 H 1.026 -3.953 1.895  0.04
9 C 0.644 -0.658 3.734  -0.25
10 C 2.104 1.463 2.511  -0.25
11 C 2.902 -1.266 2.134  -0.25
12 C -1.633 1.706 -3.139  -0.21
13 C -2.477 3.031 -0.749  -0.23
14 C 0.218 3.337 -1.621  -0.25
15 C 2.811 -1.615 -1.393  -0.21
16 C 3.231 1.221 -1.024  -0.22
17 C 1.708 0.191 -3.229  -0.21
18 H 2.310 -5.376 -0.562  0.07
19 H 2.692 -4.800 1.844  0.07
20 H -0.321 -1.150 3.554  0.04
21 H 0.479 0.230 4.357  0.05
22 H 1.305 -1.355 4.266  0.07
23 H 2.185 2.061 1.593  0.02
24 H 3.106 1.349 2.949  0.08
25 H 1.458 1.991 3.226  0.03
26 H 2.645 -2.278 1.792  0.01
27 H 3.280 -1.329 3.165  0.08
28 H 3.690 -0.851 1.492  0.05
29 H -1.135 2.382 -3.849  0.08
30 H -2.720 1.852 -3.195  0.07
31 H -1.408 0.667 -3.413  0.04
32 H -2.367 4.085 -1.041  0.07
33 H -2.501 2.969 0.346  0.02
34 H -3.421 2.638 -1.149  0.07
35 H -0.272 4.307 -1.793  0.07
36 H 0.886 3.113 -2.464  0.05
37 H 0.818 3.412 -0.702  0.04
38 H 3.574 -1.617 -2.184  0.08
39 H 2.097 -2.426 -1.579  0.03
40 H 3.293 -1.797 -0.426  0.03
41 H 4.037 1.137 -1.768  0.08
42 H 3.647 1.039 -0.024  0.04
43 H 2.814 2.236 -1.061  0.04
44 H 2.683 0.040 -3.715  0.08
45 H 1.334 1.191 -3.482  0.04
46 H 1.006 -0.562 -3.609  0.06
47 C -1.078 -2.378 -2.588  -0.45
48 C -2.429 -1.981 -2.812  -0.07
49 C -3.075 -2.386 -3.972  -0.08
50 C -2.434 -3.231 -4.884  -0.07
51 C -1.133 -3.681 -4.633  -0.06
52 C -0.459 -3.285 -3.489  -0.03
53 O -0.363 -1.884 -1.602  -0.46
54 H -0.807 1.737 1.818  0.06
55 H -2.910 -1.334 -2.075  0.09
56 H -4.094 -2.039 -4.155  0.12
57 H -2.954 -3.550 -5.789  0.12
58 H -0.639 -4.353 -5.336  0.12
59 H 0.554 -3.617 -3.259  0.11
60 C -2.690 3.166 5.667  0.04
61 N -2.410 2.457 4.431  -0.07
62 C -3.211 1.445 3.891  0.03
63 C -2.642 1.050 2.735  -0.05
64 N -1.499 1.830 2.566  0.07
65 C -1.374 2.668 3.614  -0.03
66 H -3.511 3.884 5.535  0.12
67 H -2.988 2.458 6.451  0.12
68 H -1.797 3.709 5.994  0.11
69 H -4.105 1.104 4.383  0.16
70 H -2.943 0.300 2.021  0.11
71 H -0.608 3.425 3.735  0.17

Forces on atoms 1 to 3 (eV/Å):
Bi 0.398 -2.212 -2.261
P 0.835 0.233 1.057
P -0.304 1.382 -1.045

# 2
Formula: C21H43BrF5O8P
Source: the Open Molecules 2025 dataset
Level of theory: the ωB97M-V functional and the def2-TZVPD basis

Calculated values
Spin multiplicity: 1
HOMO-LUMO gap in eV: 9.49
E_tot in eV: -131771.4264
SMILES: CC[C@@H](F)P(F)(Br)(CCC(F)(F)F)COC(C)=O.COCCOCCOC.COCCOCCOC

Each line ends with the Löwdin charge.
Element x y z (Å)
1 C -4.795 1.989 -2.316  -0.11
2 C -3.391 2.028 -2.919  -0.22
3 C -2.351 1.107 -2.301  -0.42
4 F -2.200 1.400 -0.947  -0.10
5 P -2.634 -0.719 -2.599  0.69
6 F -1.738 -0.485 -4.014  -0.30
7 Br -3.876 -0.955 -0.621  0.50
8 C -3.984 -1.393 -3.651  -0.26
9 C -4.712 -2.668 -3.204  -0.13
10 C -6.156 -2.505 -2.722  -0.64
11 F -6.993 -3.235 -3.494  0.12
12 F -6.602 -1.236 -2.792  0.11
13 F -6.339 -2.927 -1.467  0.11
14 C -1.312 -1.870 -2.000  -0.28
15 O -0.202 -1.053 -1.628  -0.07
16 C 0.394 -1.388 -0.423  -0.48
17 C -0.441 -1.169 0.809  0.01
18 O 1.529 -1.779 -0.413  0.13
19 H -4.748 1.990 -1.225  0.06
20 H -5.357 1.096 -2.602  0.04
21 H -5.373 2.855 -2.641  0.08
22 H -2.991 3.040 -2.786  0.12
23 H -3.415 1.857 -4.000  0.12
24 H -1.388 1.285 -2.785  0.13
25 H -3.492 -1.592 -4.602  0.09
26 H -4.674 -0.566 -3.825  0.09
27 H -4.770 -3.329 -4.072  0.13
28 H -4.169 -3.219 -2.433  0.10
29 H -1.677 -2.484 -1.179  0.07
30 H -1.012 -2.494 -2.847  0.11
31 H 0.224 -0.838 1.607  0.09
32 H -0.894 -2.117 1.109  0.10
33 H -1.225 -0.434 0.638  0.04
34 C -1.460 2.676 2.136  -0.11
35 O -1.330 3.984 2.644  -0.19
36 C -0.137 4.605 2.205  -0.21
37 C -0.172 6.090 2.483  -0.18
38 O -0.937 6.829 1.543  -0.13
39 C -2.342 6.834 1.732  -0.19
40 C -2.815 7.817 2.779  -0.21
41 O -2.625 7.295 4.081  -0.19
42 C -2.757 8.285 5.074  -0.11
43 H -0.633 2.037 2.472  0.09
44 H -2.396 2.267 2.513  0.09
45 H -1.489 2.679 1.043  0.07
46 H -0.003 4.446 1.127  0.13
47 H 0.721 4.161 2.730  0.13
48 H 0.847 6.469 2.380  0.13
49 H -0.507 6.280 3.504  0.12
50 H -2.716 5.831 1.953  0.12
51 H -2.756 7.151 0.773  0.13
52 H -3.883 8.022 2.621  0.13
53 H -2.261 8.757 2.663  0.13
54 H -2.003 9.071 4.952  0.09
55 H -2.612 7.803 6.039  0.09
56 H -3.753 8.742 5.052  0.09
57 C 4.777 -1.942 0.662  -0.11
58 O 5.008 -3.335 0.654  -0.19
59 C 4.199 -4.009 -0.295  -0.21
60 C 4.734 -5.398 -0.553  -0.18
61 O 5.844 -5.432 -1.437  -0.13
62 C 7.110 -5.129 -0.877  -0.19
63 C 7.756 -6.292 -0.160  -0.21
64 O 7.207 -6.456 1.135  -0.19
65 C 7.552 -7.697 1.704  -0.12
66 H 3.734 -1.711 0.893  0.07
67 H 5.422 -1.510 1.425  0.09
68 H 5.031 -1.499 -0.308  0.09
69 H 4.175 -3.450 -1.238  0.13
70 H 3.172 -4.081 0.088  0.12
71 H 3.950 -5.964 -1.061  0.13
72 H 4.963 -5.901 0.389  0.12
73 H 7.055 -4.258 -0.220  0.12
74 H 7.744 -4.877 -1.730  0.13
75 H 8.836 -6.105 -0.075  0.13
76 H 7.608 -7.205 -0.752  0.13
77 H 7.163 -8.529 1.105  0.09
78 H 7.107 -7.738 2.696  0.09
79 H 8.639 -7.806 1.798  0.09

Forces on atoms 1 to 3 (eV/Å):
C -0.023 -0.276 0.117
C -0.142 0.266 0.004
C 0.100 0.132 0.225

# 3
Formula: C21H44BaN9O2
Source: the Open Molecules 2025 dataset
Level of theory: the ωB97M-V functional and the def2-TZVPD basis

Calculated values
Spin multiplicity: 1
HOMO-LUMO gap in eV: 6.47
E_tot in eV: -40685.1937
Charge: +1

Each line ends with the Löwdin charge.
Element x y z (Å)
1 Ba -0.430 0.227 0.255  1.85
2 C 1.507 3.793 -1.029  -0.16
3 C 0.231 4.019 -0.222  -0.21
4 N -0.840 3.033 -0.456  -0.16
5 C -1.528 3.218 -1.742  -0.20
6 C -1.196 2.151 -2.771  -0.22
7 N -1.721 0.845 -2.361  -0.14
8 C -1.768 -0.123 -3.467  -0.22
9 C -0.417 -0.662 -3.927  -0.16
10 C 0.223 -1.709 -3.018  -0.22
11 N 0.913 -1.157 -1.846  -0.16
12 C 2.264 -0.647 -2.146  -0.19
13 C 2.412 0.863 -2.059  -0.21
14 N 2.032 1.340 -0.730  -0.15
15 C 2.446 2.727 -0.472  -0.21
16 H 1.270 3.592 -2.077  0.10
17 H 2.056 4.737 -1.032  0.12
18 H 0.478 3.986 0.843  0.12
19 H -0.146 5.028 -0.427  0.12
20 H -1.517 3.159 0.286  0.07
21 H -2.609 3.201 -1.571  0.13
22 H -1.302 4.204 -2.164  0.13
23 H -1.603 2.457 -3.745  0.13
24 H -0.114 2.078 -2.881  0.08
25 H -2.681 0.993 -2.059  0.10
26 H -2.385 -0.966 -3.141  0.11
27 H -2.278 0.324 -4.331  0.12
28 H -0.580 -1.131 -4.900  0.12
29 H 0.287 0.155 -4.109  0.11
30 H -0.557 -2.391 -2.662  0.11
31 H 0.915 -2.317 -3.614  0.12
32 H 1.032 -1.906 -1.168  0.04
33 H 2.955 -1.088 -1.424  0.10
34 H 2.588 -0.985 -3.136  0.13
35 H 3.458 1.112 -2.293  0.13
36 H 1.799 1.366 -2.811  0.09
37 H 2.516 0.757 -0.050  0.04
38 H 2.509 2.853 0.613  0.11
39 H 3.456 2.895 -0.866  0.12
40 C 1.649 -2.129 1.259  -0.29
41 C 0.409 -2.271 1.935  -0.32
42 C 0.241 -1.136 2.764  -0.38
43 C 1.360 -0.294 2.598  -0.35
44 C 2.239 -0.913 1.675  -0.31
45 C 3.673 -0.522 1.439  -0.05
46 C 1.582 0.995 3.340  -0.04
47 C -0.851 -0.938 3.782  -0.05
48 C -0.401 -3.536 1.982  -0.07
49 C 2.361 -3.227 0.508  -0.04
50 H 4.008 -0.659 0.406  0.06
51 H 4.345 -1.128 2.053  0.09
52 H 3.862 0.519 1.711  0.07
53 H 2.325 1.629 2.851  0.06
54 H 1.936 0.825 4.361  0.09
55 H 0.661 1.582 3.426  0.07
56 H -1.163 0.108 3.868  0.06
57 H -0.521 -1.237 4.781  0.09
58 H -1.740 -1.534 3.559  0.05
59 H -0.381 -4.079 1.030  0.07
60 H -1.444 -3.349 2.259  0.05
61 H -0.017 -4.236 2.730  0.09
62 H 2.272 -3.201 -0.586  0.06
63 H 2.003 -4.209 0.820  0.08
64 H 3.433 -3.202 0.717  0.08
65 N -2.473 -2.175 -0.114  0.03
66 N -3.529 -2.199 0.806  0.00
67 C -3.768 -1.147 1.620  -0.41
68 N -4.675 -1.302 2.578  0.22
69 N -3.052 -0.056 1.354  0.03
70 N -3.136 1.018 2.181  -0.44
71 O -3.981 1.142 3.049  0.08
72 O -2.264 1.858 1.961  -0.06
73 H -2.839 -2.380 -1.036  0.09
74 H -1.790 -2.879 0.154  0.06
75 H -3.993 -3.074 0.996  0.16
76 H -5.137 -2.182 2.727  0.13
77 H -4.883 -0.510 3.167  0.10

Forces on atoms 1 to 3 (eV/Å):
Ba 0.441 -0.171 0.070
C -0.019 0.004 0.017
C 0.003 -0.046 0.006

Number 1: E_HOMO -14.741 eV. Number 2: E_HOMO -9.095 eV. Number 3: E_HOMO -9.233 eV.